No. 1
Molecular formula: C9H9NO2
Method: DFT, wB97M-V/def2-TZVPD

* spin multiplicity: 1
* energy relative to the best compared isomer or geometry (same formula, charge and spin): 154.37 kcal/mol
* SMILES string: C#Cc1c(CO)cnc(C)c1O
* charge: 0

Element x y z (Å)
O: 0.9861 -1.7212 -2.3914
O: -1.0498 -0.6272 2.1345
N: 1.1679 1.8272 0.5262
C: -1.1590 -1.5648 -0.5963
C: -0.4620 0.2200 1.0873
C: 1.3228 1.2104 -0.5880
C: 0.0325 2.1825 2.7316
C: 0.5688 0.3230 -1.0715
C: -0.5047 -0.3176 -0.2350
C: 0.3117 1.4551 1.4249
C: -2.0928 -2.3124 -0.6693
C: 0.7371 -0.4205 -2.4176
H: 2.4227 1.5267 -0.9805
H: 0.1982 -2.2646 -2.2777
H: -0.2778 -0.0974 -3.0921
H: -1.0521 2.6099 2.6272
H: 1.5181 0.1364 -3.1319
H: 0.7600 2.8974 2.9118
H: -1.1227 -1.7271 1.7785
H: -2.5735 -3.3171 -1.1295
H: -0.0660 1.5790 3.6686

Charges per atom according to Mulliken partitioning, unit e: O -0.462; O -0.666; N -0.534; C -1.426; C 0.524; C -0.020; C -1.280; C 0.361; C 1.023; C 0.527; C 0.089; C -0.811; H 0.217; H 0.296; H 0.246; H 0.252; H 0.308; H 0.402; H 0.329; H 0.319; H 0.307

---

No. 2
Molecular formula: C4H8O2
Method: DFT, wB97M-V/def2-TZVPD

* spin multiplicity: 1
* energy relative to the best compared isomer or geometry (same formula, charge and spin): 82.12 kcal/mol
* charge: 0

Element x y z (Å)
O: -1.1841 0.4492 1.1834
O: 1.4494 -1.8555 -0.0304
C: 1.8046 -0.7676 0.4047
C: -0.2459 0.6364 -0.2131
C: -0.8086 -0.3721 -1.1756
C: 1.0389 0.4581 0.4635
H: -0.4703 1.6693 -0.4896
H: -0.2134 -0.3281 -2.0944
H: -0.0891 0.3289 1.5134
H: 1.6066 1.3637 0.6713
H: -0.7152 -1.3806 -0.7763
H: -1.8505 -0.1422 -1.4166
H: 2.8195 -0.6649 0.8525
H: -1.5116 1.3142 1.4887

Charges per atom according to Mulliken partitioning, unit e: O -0.601; O -0.565; C -0.055; C 0.340; C -1.294; C -0.744; H 0.373; H 0.330; H 0.410; H 0.399; H 0.327; H 0.358; H 0.319; H 0.403

---

No. 3
Molecular formula: C3H4ClFN2O
Method: DFT, wB97M-V/def2-TZVPD

* spin multiplicity: 1
* energy relative to the best compared isomer or geometry (same formula, charge and spin): 1.26 kcal/mol
* SMILES string: N#C[C@H](N)O[C@H](F)Cl
* charge: 0

Element x y z (Å)
Cl: 0.3178 -2.7858 -2.3445
F: -1.8182 -1.8890 -1.1107
O: 0.0155 -0.9467 -0.6309
N: 1.0653 1.8009 -1.7749
N: 0.1966 0.7176 1.1776
C: 0.4235 1.1966 -1.0480
C: -0.2985 0.3940 -0.1616
C: -0.7140 -1.4454 -1.6946
H: -1.3210 0.5703 -0.3267
H: -0.9749 -0.9005 -2.6301
H: 1.2446 0.6254 1.1816
H: -0.2589 0.0144 1.8776

Charges per atom according to Mulliken partitioning, unit e: Cl -0.174; F -0.224; O -0.352; N -0.399; N -0.670; C 0.239; C 0.093; C 0.269; H 0.339; H 0.269; H 0.313; H 0.297

---

No. 4
Molecular formula: C30H36MnN4O5S2Te
Method: DFT, wB97M-V/def2-TZVPD

* spin multiplicity: 2
* energy relative to the best compared isomer or geometry (same formula, charge and spin): 19.82 kcal/mol
* charge: 0

Element x y z (Å)
Te: 1.3554 -2.8718 1.4114
Mn: -1.2539 -1.2555 -2.4919
S: 1.2892 -2.0900 -2.5214
S: 1.4564 -3.9318 -1.7796
O: 2.5717 -1.5268 -2.8346
O: 0.5212 -1.2166 -1.5283
O: -2.0274 3.6387 0.7904
O: -1.4275 0.6805 -3.0269
O: 0.2956 -2.0485 -3.6685
N: 0.0747 1.6043 0.6414
N: -1.6829 -3.3658 -2.2909
N: -3.2423 -1.3710 -3.1976
N: -1.9157 -1.4834 -0.3692
C: 0.0937 4.5001 -2.7420
C: -2.7615 2.4168 0.8398
C: 0.1621 -2.0544 4.1126
C: 1.5737 -0.3500 3.2086
C: 0.0796 3.7298 -1.6274
C: -0.3400 3.9360 -3.9729
C: -3.8227 -2.7248 -3.1579
C: 1.2436 0.4914 4.2616
C: -2.5891 -2.7537 -0.0653
C: -0.8682 1.8137 -2.9120
C: 3.2515 -2.1099 0.9402
C: 0.1571 2.7772 1.4443
C: 0.4813 5.0594 2.9825
C: 1.0391 -1.6340 3.1166
C: 1.2958 2.9416 2.2287
C: -0.3627 2.3696 -1.6795
C: -0.6676 4.8841 2.2347
C: 5.6501 -2.2309 1.0918
C: -0.2179 1.4590 -0.6411
C: -0.7876 2.6585 -4.0688
C: -2.6672 -3.6884 -3.3193
C: -0.1844 -1.2093 5.1606
C: 5.7626 -1.0482 0.3751
C: -1.9745 -3.8442 -0.9360
C: 4.3989 -2.7616 1.3762
C: 0.3535 0.0669 5.2408
C: 4.6205 -0.4084 -0.0842
C: -0.8605 3.7294 1.4806
C: 3.3700 -0.9430 0.1898
C: 1.4631 4.0746 3.0014
H: -2.4863 1.8284 1.7173
H: 0.0936 0.7208 6.0636
H: -0.9377 -1.5721 -0.0806
H: -3.8290 -0.6915 -2.7300
H: -0.8704 -1.5573 5.9235
H: 6.7398 -0.6360 0.1576
H: -0.3017 4.5492 -4.8661
H: -3.1415 -1.0568 -4.1576
H: -0.3066 0.4197 -0.9179
H: 0.4448 5.5216 -2.7073
H: -2.3118 -0.7307 0.1839
H: -2.6239 -4.7262 -0.9504
H: -0.2564 -3.0552 4.0819
H: -1.1139 2.2393 -5.0105
H: 1.6894 1.4782 4.3249
H: -3.8125 2.6905 0.9040
H: 0.6013 5.9604 3.5698
H: 0.3617 0.7546 1.1081
H: -2.4671 -3.0374 0.9843
H: 2.4858 -0.4945 -0.2446
H: -3.0029 -4.7308 -3.2876
H: 4.3182 -3.6831 1.9375
H: -1.4592 5.6220 2.2302
H: -4.2868 -2.8616 -2.1829
H: 2.3553 4.1952 3.6001
H: 4.7001 0.4934 -0.6789
H: -0.7754 -3.7547 -2.5609
H: -2.6012 1.8350 -0.0707
H: 6.5400 -2.7469 1.4302
H: 2.2903 -0.0143 2.4664
H: -3.6583 -2.6306 -0.2414
H: 0.4495 4.1369 -0.6979
H: 2.0647 2.1770 2.1941
H: -2.1836 -3.5235 -4.2852
H: -4.5990 -2.8865 -3.9088
H: -1.0161 -4.1421 -0.5121

Charges per atom according to Mulliken partitioning, unit e: Te 0.659; Mn 0.445; S 1.500; S -0.495; O -0.664; O -0.785; O -0.483; O -0.559; O -0.711; N 0.809; N 0.095; N -0.296; N 0.174; C -0.944; C -0.660; C -0.403; C -0.326; C -0.750; C -0.479; C -0.559; C -0.408; C -0.803; C 0.150; C 0.034; C 0.082; C -0.576; C -0.023; C -0.905; C 1.061; C -0.416; C -0.545; C -0.130; C -0.887; C -0.800; C -0.529; C -0.509; C -0.480; C -0.677; C -0.741; C -1.002; C 0.590; C 0.226; C -0.937; H 0.301; H 0.404; H -0.186; H 0.233; H 0.397; H 0.386; H 0.389; H 0.283; H 0.416; H 0.449; H 0.022; H 0.330; H 0.376; H 0.469; H 0.380; H 0.425; H 0.399; H -0.182; H 0.463; H 0.440; H 0.467; H 0.434; H 0.470; H 0.152; H 0.480; H 0.449; H 0.193; H 0.089; H 0.368; H 0.661; H 0.414; H 0.353; H 0.966; H 0.330; H 0.440; H 0.200

---

No. 5
Molecular formula: C4H16N2O2
Method: DFT, wB97M-V/def2-TZVPD

* spin multiplicity: 1
* energy relative to the best compared isomer or geometry (same formula, charge and spin): 77.89 kcal/mol
* SMILES string: CCNCCN.O.O
* charge: 0

Element x y z (Å)
O: 2.1359 -3.1818 0.2828
O: -1.2568 -0.1354 2.5363
N: 0.1439 -0.3543 -0.7522
N: 1.7209 0.4393 1.2584
C: 0.3433 1.1408 -0.7131
C: -2.2816 0.2379 -1.1016
C: -1.1113 -0.6323 -1.5400
C: 1.3586 1.5319 0.4179
H: 0.7838 2.3501 0.8291
H: 2.3224 2.1286 0.0443
H: 0.8672 1.4112 -1.6989
H: 1.2630 -3.4971 0.6037
H: 0.0610 -0.7888 0.2272
H: 1.7528 -2.3866 -0.2985
H: -1.2186 -1.7371 -1.3471
H: 2.5112 0.4836 1.7682
H: -0.8442 -0.4471 -2.5556
H: 2.0241 -0.6419 0.9217
H: -2.9202 -0.1436 -0.2211
H: -0.5085 0.4570 2.8030
H: -3.0526 0.3780 -1.9225
H: -0.4695 1.9580 -0.4417
H: -2.1327 1.2215 -0.7392
H: -1.4919 0.2082 1.6387

Charges per atom according to Mulliken partitioning, unit e: O -0.685; O -0.667; N -0.389; N -0.482; C -0.305; C -0.993; C -0.444; C -0.489; H 0.259; H 0.263; H 0.224; H 0.333; H 0.368; H 0.348; H 0.325; H 0.262; H 0.306; H 0.131; H 0.264; H 0.332; H 0.297; H 0.108; H 0.358; H 0.276

---

No. 6
Molecular formula: H80O40
Method: DFT, wB97M-V/def2-TZVPD

* spin multiplicity: 2
* energy relative to the best compared isomer or geometry (same formula, charge and spin): 207.71 kcal/mol
* charge: +1

Element x y z (Å)
O: -0.1957 -2.7233 5.1336
O: 3.0141 -2.9336 -2.0368
O: 0.5715 -2.7313 -3.9374
O: 0.8840 4.7768 -1.0100
O: 1.0280 -0.7840 -0.6591
O: -2.4011 4.0734 -1.7045
O: 5.1426 0.3806 -2.8929
O: -2.7002 -2.3214 -5.2365
O: -1.2679 1.9464 3.2713
O: -3.7924 -3.7512 1.2430
O: 0.2682 2.3522 1.7007
O: -3.1688 -1.1906 2.7323
O: -5.4821 -0.2060 -2.3452
O: 2.2218 3.0977 3.3797
O: -4.3520 2.2119 -1.7645
O: -0.3857 1.6215 -2.1884
O: 3.7448 3.2888 1.3376
O: -0.6143 -6.4156 -2.0918
O: 2.2470 1.4487 0.3488
O: -4.3417 2.5767 2.9355
O: -3.0342 0.2160 -3.1537
O: 1.0427 6.4343 2.4921
O: 3.3302 2.3310 -1.8323
O: 1.8305 3.9577 -4.5271
O: 0.4106 -3.6671 -0.6226
O: -3.4808 -3.8999 -1.3068
O: 3.0131 0.1131 2.3835
O: -1.6369 -2.4490 -2.6531
O: 1.1136 -1.8341 2.4321
O: 5.6483 1.6810 -0.8557
O: -2.1280 1.6697 0.7809
O: -6.4870 0.7045 0.6221
O: 2.6035 -1.5241 4.6816
O: 4.7653 2.0751 3.6335
O: -1.2821 -1.0249 1.0327
O: -1.1736 0.0426 -5.0316
O: 2.1949 -0.1281 -3.5364
O: 0.2040 -4.4193 3.1867
O: -0.6242 -5.6661 0.7702
O: 1.1364 2.1547 5.8493
H: 3.1446 3.1285 3.1002
H: -1.5010 -0.0646 0.8520
H: -5.0255 2.8708 3.5223
H: 0.2390 -3.9332 -1.5516
H: 6.4609 2.1869 -0.8931
H: -4.8479 -0.8136 -2.1871
H: -1.3516 2.9412 3.0075
H: 5.8802 -0.1859 -2.9044
H: 0.6191 4.0114 -0.5295
H: 3.7636 0.5723 2.0550
H: 0.2445 -5.4131 3.3699
H: -1.0235 -5.0753 0.2179
H: -1.9830 -2.5189 -5.8194
H: -0.0039 -3.6342 4.6940
H: -1.3807 1.9946 1.1849
H: 1.7191 5.7820 2.6064
H: 2.2471 3.5858 4.2331
H: 0.9211 -1.7123 3.4092
H: 2.4047 -2.3968 4.9690
H: 3.5352 -1.3102 4.5334
H: 0.3302 -5.4328 0.5902
H: 1.9128 0.5768 -0.0579
H: 0.6887 1.6542 2.1737
H: -2.3860 -2.5309 -4.3315
H: -3.1603 -0.2583 3.0310
H: -1.0851 1.8718 -1.5958
H: 2.3120 0.8813 2.3395
H: -0.5648 2.1783 3.9386
H: -1.7520 -0.4825 -4.5517
H: -3.6106 1.8408 -1.2982
H: 3.9849 -2.9061 -2.2522
H: 4.1511 2.7494 -1.7974
H: -6.9467 -0.1031 0.8663
H: 3.5173 1.4926 -2.2382
H: -1.0152 -2.9435 5.6324
H: 4.4304 3.3645 0.7097
H: 0.8123 2.3552 0.9147
H: -3.3172 -3.9306 -0.3820
H: 5.5204 0.8587 -1.2096
H: -1.9664 -2.6982 -1.7319
H: -3.4610 -0.3030 -2.5374
H: 5.0387 1.2024 3.5623
H: -5.3352 0.4482 -1.5576
H: 1.4060 4.2953 -1.7114
H: 0.6344 6.1129 1.6341
H: 0.1638 -5.8980 -2.1174
H: 4.5129 0.1576 -3.5653
H: -1.3468 -5.7912 -2.2477
H: 1.5340 -1.6120 -0.3778
H: -2.9933 1.9491 1.0523
H: -0.5373 -1.0419 1.6851
H: 2.9949 2.6866 0.9816
H: 2.4486 1.9090 -0.4794
H: 5.0929 2.2007 2.6726
H: -3.1224 4.4040 -2.2723
H: 1.4804 0.0189 -2.8948
H: -1.6552 0.2918 -5.7974
H: 0.4977 -1.8842 -4.4909
H: 1.3255 -3.2881 -0.6148
H: -3.7644 -2.8342 1.4446
H: 0.1531 -1.0508 -0.2612
H: -2.0559 -1.5981 -2.8115
H: -4.3888 3.1784 -1.7571
H: 2.0161 -1.4569 2.3521
H: -3.7388 0.1573 -3.8807
H: 1.1735 2.0180 4.9144
H: 2.5041 -3.1348 -2.8212
H: -3.9555 1.7056 3.0500
H: -0.2837 0.6534 -2.0004
H: -1.4675 4.3116 -1.8139
H: 1.4858 3.1438 -4.0098
H: 1.4805 1.5394 6.4928
H: 2.6441 4.2822 -4.2832
H: -6.8629 0.9259 -0.2614
H: -2.4293 -1.1321 2.0443
H: -3.3787 -4.2118 2.0364
H: -0.3698 -2.6743 -3.4950
H: 0.3981 -4.2511 2.2323
H: 2.5237 -1.0154 -3.6612
H: -4.1466 -4.4510 -1.6145

Atom charges from the Mulliken analysis, given in e for atoms 1 to 99: O -0.608; O -0.598; O -0.713; O -0.630; O 0.731; O -0.601; O -0.661; O -0.610; O -0.190; O -0.678; O -0.666; O -0.762; O -0.597; O -0.395; O -0.517; O -0.168; O -0.818; O -0.582; O 1.846; O -0.587; O -0.365; O -0.637; O -0.407; O -0.617; O -0.168; O -0.461; O -0.682; O -0.376; O -0.025; O -0.473; O 0.139; O -0.604; O -0.553; O -0.584; O -1.012; O -0.505; O -0.567; O -0.640; O -0.611; O -0.616; H 0.257; H 0.243; H 0.274; H -0.040; H 0.260; H 0.318; H 0.509; H 0.293; H 0.178; H 0.043; H 0.287; H 0.200; H 0.325; H 0.359; H 0.132; H 0.313; H 0.376; H 0.172; H 0.293; H 0.266; H 0.336; H -0.302; H 0.177; H 0.344; H 0.214; H 0.013; H 0.242; H 0.140; H 0.221; H 0.315; H 0.261; H 0.257; H 0.317; H 0.137; H 0.272; H 0.256; H -0.042; H 0.338; H 0.252; H 0.073; H -0.129; H 0.310; H 0.305; H 0.354; H 0.325; H 0.295; H 0.212; H 0.338; H -0.285; H 0.132; H 0.231; H 0.430; H 0.186; H 0.310; H 0.291; H 0.083; H 0.229; H 0.305; H 0.101

---

No. 7
Molecular formula: C19H27FN2O8
Method: DFT, wB97M-V/def2-TZVPD

* spin multiplicity: 1
* SMILES string: C[C@H](F)[C@H](C#N)[C@H](C#N)COO.O=C1CCCO1.O=C1CCCO1.O=C1CCCO1
* charge: 0
* total energy: -1551.3884 Ha

Element x y z (Å)
F: -0.6310 -2.7615 -1.1775
O: 0.4630 -1.5792 -3.3905
O: -1.7172 8.0778 -1.6852
O: 1.4037 0.1134 -0.3226
O: 1.9993 -1.0739 -0.8514
O: -3.3997 7.5421 -0.3081
O: 0.9563 -2.5652 -5.3349
O: 1.5118 -1.7480 3.6901
O: 0.3748 -3.6443 3.4014
N: -3.1838 -0.4327 -2.4691
N: -1.9688 1.9980 1.3896
C: -2.0725 -1.0822 -0.1968
C: -1.4977 6.1656 -0.1864
C: 2.0033 -1.8644 5.9871
C: 2.1455 -2.9384 -6.0523
C: 1.0550 -2.9524 4.1027
C: 1.5622 -3.2447 5.5006
C: -2.6710 5.4431 0.4718
C: 1.2823 -1.9175 -4.1950
C: -1.6197 -2.5469 -0.2263
C: -3.6278 6.5941 0.7495
C: -2.1674 7.3588 -0.8433
C: 3.2268 -1.9894 -5.5524
C: -1.1908 -3.0500 1.1607
C: 2.3862 -1.1786 4.6815
C: -1.5384 1.0672 0.8729
C: -0.9405 -0.1217 0.2635
C: 2.7866 -1.7439 -4.1101
C: -2.6439 -0.6625 -1.4802
C: 0.0901 0.2906 -0.8303
H: 3.1855 -1.0545 -6.1128
H: 1.1567 -1.3479 6.4410
H: -0.9895 5.5582 -0.9296
H: -0.0085 1.3648 -0.9959
H: -2.4056 4.8775 1.3617
H: -2.8683 -1.0472 0.5496
H: 3.0359 -0.7509 -3.7496
H: 4.2315 -2.3955 -5.6506
H: -0.1093 -3.1242 1.1843
H: 2.2371 -0.1023 4.7045
H: 1.2940 -1.7436 -0.8746
H: 3.4172 -1.3851 4.3884
H: 2.3977 -3.9421 5.4249
H: -0.0449 -0.2031 -1.7977
H: 0.7745 -3.6782 6.1097
H: 1.9552 -2.8451 -7.1186
H: -3.4200 7.0862 1.7025
H: -3.1220 4.7509 -0.2400
H: -1.4532 -2.2901 1.8951
H: 2.8132 -1.8837 6.7131
H: -4.6722 6.2922 0.7321
H: -2.4961 -3.1259 -0.5332
H: 2.3708 -3.9824 -5.8246
H: 3.1832 -2.4931 -3.4235
H: -1.6747 -3.9936 1.3809
H: -0.7778 6.5340 0.5460
H: -0.3871 -0.6284 1.0577

Charges per atom according to Mulliken partitioning, unit e: F -0.339; O -0.423; O -0.569; O -0.315; O -0.302; O -0.350; O -0.379; O -0.308; O -0.541; N -0.522; N -0.535; C 0.200; C -0.426; C -0.485; C -0.479; C 0.530; C -0.527; C -0.333; C 0.316; C 0.176; C -0.436; C 0.504; C -0.542; C -1.337; C -0.455; C -0.088; C 1.033; C -0.299; C -0.304; C -0.551; H 0.272; H 0.270; H 0.261; H 0.480; H 0.276; H 0.597; H 0.314; H 0.326; H 0.338; H 0.314; H 0.358; H 0.271; H 0.273; H 0.158; H 0.317; H 0.316; H 0.256; H 0.226; H 0.291; H 0.326; H 0.306; H 0.478; H 0.260; H 0.254; H 0.416; H 0.277; H -0.148

---

No. 8
Molecular formula: C5H7NO2
Method: DFT, wB97M-V/def2-TZVPD

* spin multiplicity: 1
* energy relative to the best compared isomer or geometry (same formula, charge and spin): 46.32 kcal/mol
* SMILES string: C/C=C/NC(=O)C=O
* charge: 0

Element x y z (Å)
O: 3.2298 -0.4591 -0.1521
O: 1.1337 1.9261 -0.4447
N: 1.1312 -1.2053 -0.2258
C: -0.2578 -1.0790 0.0436
C: 2.0468 -0.2834 -0.0173
C: 1.7551 1.2150 0.3007
C: -2.4003 0.2714 0.0319
C: -1.0458 -0.1106 -0.4432
H: -0.4402 0.7476 -0.9387
H: -0.5313 -1.8828 0.7031
H: -2.3051 1.1134 0.8456
H: -3.1223 0.7334 -0.7494
H: -2.9207 -0.4952 0.5512
H: 1.3695 -2.0488 -0.8128
H: 2.3573 1.5572 1.3077

Charges per atom according to Mulliken partitioning, unit e: O -0.575; O -0.461; N -0.215; C -0.402; C 0.522; C 0.093; C -1.041; C 0.056; H 0.261; H 0.377; H 0.210; H 0.281; H 0.356; H 0.289; H 0.250

---

Question: What is the spin multiplicity in the eighth record?
Answer: 1

---

Question: What is the spin multiplicity in the first record?
Answer: 1

---

Please write out number 3 again, unchanged.
Molecular formula: C3H4ClFN2O
Method: DFT, wB97M-V/def2-TZVPD

* spin multiplicity: 1
* energy relative to the best compared isomer or geometry (same formula, charge and spin): 1.26 kcal/mol
* SMILES string: N#C[C@H](N)O[C@H](F)Cl
* charge: 0

Element x y z (Å)
Cl: 0.3178 -2.7858 -2.3445
F: -1.8182 -1.8890 -1.1107
O: 0.0155 -0.9467 -0.6309
N: 1.0653 1.8009 -1.7749
N: 0.1966 0.7176 1.1776
C: 0.4235 1.1966 -1.0480
C: -0.2985 0.3940 -0.1616
C: -0.7140 -1.4454 -1.6946
H: -1.3210 0.5703 -0.3267
H: -0.9749 -0.9005 -2.6301
H: 1.2446 0.6254 1.1816
H: -0.2589 0.0144 1.8776

Charges per atom according to Mulliken partitioning, unit e: Cl -0.174; F -0.224; O -0.352; N -0.399; N -0.670; C 0.239; C 0.093; C 0.269; H 0.339; H 0.269; H 0.313; H 0.297

---

Question: charge of number 4 (C30H36MnN4O5S2Te)?
Answer: 0